{"formula": "C21H11F10N5RuS2", "method": "the ωB97M-V functional and the def2-TZVPD basis", "species": ["Ru", "S", "S", "F", "F", "F", "F", "F", "F", "F", "F", "F", "F", "N", "N", "N", "N", "N", "C", "C", "C", "C", "C", "C", "C", "C", "C", "C", "C", "C", "C", "C", "C", "C", "C", "C", "C", "C", "C", "H", "H", "H", "H", "H", "H", "H", "H", "H", "H", "H"], "xyz": [[0.42, -0.33, 0.02], [2.27, -1.69, 0.44], [1.37, -0.64, -1.99], [3.51, 2.82, -0.82], [-0.63, -7.15, 1.00], [1.63, 0.43, 2.81], [5.99, 2.10, 3.08], [0.46, -3.54, -1.76], [0.64, -6.13, -1.18], [-2.15, -2.87, 2.11], [5.74, 3.15, 0.58], [-2.04, -5.50, 2.63], [3.91, 0.73, 4.18], [-0.91, -1.71, -0.07], [1.26, 1.36, 0.28], [5.57, -3.33, -0.61], [4.02, -1.61, -4.43], [-1.25, 0.97, -0.35], [4.86, 1.95, 2.40], [-2.24, 0.10, -1.03], [4.73, 2.48, 1.13], [3.76, -2.03, -1.90], [3.81, 1.24, 2.95], [4.76, -2.76, -1.19], [-0.69, -5.85, 0.73], [2.67, -1.55, -1.24], [-0.84, -3.10, 0.16], [3.90, -1.81, -3.30], [2.47, 1.61, 0.95], [-2.29, -1.20, -0.25], [0.67, 2.47, -0.48], [-1.81, 1.56, 0.88], [-1.43, -5.01, 1.56], [-0.13, -3.98, -0.65], [2.64, 1.09, 2.23], [3.55, 2.31, 0.42], [-0.62, 2.02, -1.17], [-0.04, -5.33, -0.37], [-1.49, -3.67, 1.27], [-1.30, 2.87, -1.32], [-0.39, 1.59, -2.14], [-1.88, -0.07, -2.04], [-2.19, 0.78, 1.54], [-2.74, -1.03, 0.73], [1.36, 2.78, -1.27], [-3.23, 0.57, -1.07], [-2.92, -1.94, -0.76], [-1.03, 2.10, 1.41], [-2.62, 2.25, 0.64], [0.52, 3.34, 0.17]], "nbo_charge": [0.60, 0.01, 0.20, -0.30, -0.27, -0.31, -0.27, -0.29, -0.28, -0.30, -0.28, -0.28, -0.28, -0.50, -0.47, -0.30, -0.31, -0.42, 0.29, -0.22, 0.28, -0.41, 0.26, 0.29, 0.29, -0.20, 0.00, 0.28, 0.01, -0.25, -0.26, -0.43, 0.27, 0.40, 0.38, 0.32, -0.22, 0.26, 0.32, 0.20, 0.22, 0.22, 0.22, 0.21, 0.24, 0.20, 0.22, 0.23, 0.20, 0.20], "homo_energy_ha": -0.305, "e_above_lowest_kcal_mol": 15.0, "homo_lumo_gap_ev": 6.174}



{"formula": "C21H26Cl30FIN4OP", "method": "the ωB97M-V functional and the def2-TZVPD basis", "species": ["I", "Cl", "Cl", "Cl", "Cl", "Cl", "Cl", "Cl", "Cl", "Cl", "Cl", "Cl", "Cl", "Cl", "Cl", "Cl", "Cl", "Cl", "Cl", "Cl", "Cl", "Cl", "Cl", "Cl", "Cl", "Cl", "Cl", "Cl", "Cl", "Cl", "Cl", "P", "F", "O", "N", "N", "N", "N", "C", "C", "C", "C", "C", "C", "C", "C", "C", "C", "C", "C", "C", "C", "C", "C", "C", "C", "C", "C", "C", "H", "H", "H", "H", "H", "H", "H", "H", "H", "H", "H", "H", "H", "H", "H", "H", "H", "H", "H", "H", "H", "H", "H", "H", "H", "H"], "xyz": [[-3.50, 0.90, 2.14], [5.56, -1.62, -1.30], [7.59, 3.02, -4.29], [-9.76, -1.68, -0.11], [-4.57, -1.64, 4.30], [-9.59, -4.04, 1.54], [8.72, -2.27, -0.62], [-10.39, 1.69, 6.17], [0.05, 2.19, 6.81], [-5.96, -0.96, 6.74], [-2.35, 1.50, 5.37], [6.15, 1.15, -5.94], [-7.15, -2.79, 4.85], [10.62, -4.01, 0.68], [7.84, 8.29, -6.51], [-6.91, 0.02, 4.19], [-0.26, 3.01, 4.07], [8.73, 5.98, -5.04], [8.11, -5.06, -0.28], [7.66, 0.20, -3.67], [6.03, 6.09, -6.04], [6.83, 7.79, -3.85], [-1.87, 4.24, 6.13], [-7.76, -3.69, -0.66], [-7.54, -2.03, 1.69], [8.16, -3.31, 2.01], [-9.83, 3.24, 8.54], [-8.79, 4.08, 5.98], [5.24, 1.72, -3.26], [2.85, 1.82, -1.60], [-7.73, 1.73, 7.26], [-0.50, 1.86, -2.92], [-2.08, -4.44, -3.04], [-2.17, -1.67, 2.43], [-0.58, -1.88, -0.19], [0.63, 0.05, -1.09], [1.67, -1.92, -0.57], [-1.09, 3.10, -2.16], [-0.51, 0.26, -2.02], [3.88, -3.71, -1.37], [-6.15, -1.34, 5.03], [6.66, 1.52, -4.29], [2.99, -1.38, -0.94], [-8.66, -2.86, 0.61], [-2.21, -2.34, -2.01], [0.57, -1.25, -0.62], [0.72, 1.04, 0.01], [-1.58, -3.71, -1.97], [8.91, -3.66, 0.45], [-3.00, -1.64, 0.21], [-1.83, -0.01, -1.31], [1.88, 2.07, -0.13], [-9.19, 2.69, 6.99], [-2.77, -1.03, 1.58], [-1.85, -1.45, -0.79], [1.40, 3.51, -0.09], [4.08, -2.38, -0.65], [7.36, 7.04, -5.36], [-1.11, 2.74, 5.60], [-1.27, 1.57, -4.07], [-0.62, -1.96, 0.82], [-0.21, 1.57, 0.17], [3.25, -4.38, -0.79], [3.19, -0.48, -0.38], [-1.87, -4.25, -1.07], [-1.97, -1.82, -2.93], [2.54, 1.94, 0.71], [-0.41, -0.51, -2.79], [1.26, 3.88, -1.10], [2.13, 4.14, 0.39], [4.27, -2.51, 0.40], [-2.62, 0.07, -2.05], [0.45, 3.59, 0.41], [0.80, 2.06, -3.39], [-3.28, -2.48, -2.00], [-3.89, -1.21, -0.24], [-1.37, 2.87, -1.21], [-3.20, -2.69, 0.37], [-0.51, -3.68, -2.08], [4.82, -4.18, -1.62], [1.65, -2.88, -0.25], [3.37, -3.51, -2.31], [2.98, -1.19, -2.01], [0.91, 0.50, 0.93], [-2.05, 0.75, -0.58]], "lowdin_charge": [0.92, 0.64, 0.52, 0.54, 0.51, 0.54, 0.49, 0.52, 0.54, 0.53, 0.45, 0.54, 0.53, 0.55, 0.54, 0.49, 0.48, 0.50, 0.51, 0.51, 0.51, 0.53, 0.55, 0.51, 0.47, 0.52, 0.54, 0.52, 0.46, 0.64, 0.48, 0.77, -0.03, -0.06, 0.17, -0.07, 0.20, -0.26, -0.39, -0.11, -2.02, -2.03, -0.22, -2.05, -0.10, -0.28, -0.15, -0.19, -2.06, -0.12, -0.13, -0.65, -2.06, -0.81, -0.41, -0.12, -0.69, -2.06, -2.06, 0.02, 0.15, 0.10, 0.08, 0.08, 0.13, 0.12, 0.10, 0.12, 0.05, 0.08, 0.11, 0.14, 0.07, -0.02, 0.13, 0.12, -0.04, 0.14, 0.11, 0.07, 0.17, 0.09, 0.12, 0.13, 0.06], "homo_energy_ha": -0.427, "e_above_lowest_kcal_mol": 12.5, "homo_lumo_gap_ev": 7.958, "total_charge": 1}



{"formula": "C2H15NO9", "method": "the ωB97M-V functional and the def2-TZVPD basis", "species": ["O", "O", "O", "O", "O", "O", "O", "O", "O", "N", "C", "C", "H", "H", "H", "H", "H", "H", "H", "H", "H", "H", "H", "H", "H", "H", "H"], "xyz": [[-0.59, -1.96, 1.39], [-1.23, 3.60, 3.28], [-0.81, -0.32, 2.83], [0.42, 1.71, 1.46], [0.14, 2.34, -1.82], [1.89, -1.01, -2.19], [2.55, -0.94, 1.11], [-1.29, -0.83, -3.12], [-0.30, -2.46, -1.24], [-0.95, 0.14, 0.60], [-0.77, -0.78, 1.63], [-0.45, 1.49, 0.59], [-1.74, -1.54, -2.61], [-0.33, -2.22, -0.30], [-0.25, -3.38, -1.16], [3.12, -0.34, 1.62], [-1.39, -0.23, -0.24], [2.67, -1.44, -1.94], [2.19, -0.24, 0.55], [-1.02, 2.16, -0.10], [-0.78, -1.06, 3.63], [-0.30, -1.09, -3.10], [-1.61, 2.65, 3.39], [1.18, -1.75, -2.08], [-0.84, 3.45, 2.32], [-0.29, 2.45, -2.72], [0.74, 1.61, -1.80]], "nbo_charge": [-0.65, -0.94, -0.66, -0.58, -0.97, -0.99, -0.93, -0.96, -0.99, -0.71, 0.93, 0.52, 0.48, 0.50, 0.48, 0.47, 0.43, 0.47, 0.47, 0.21, 0.54, 0.48, 0.46, 0.49, 0.47, 0.50, 0.49], "homo_energy_ha": -0.398, "homo_lumo_gap_ev": 10.955}



{"formula": "C46H39CeP2", "method": "the ωB97M-V functional and the def2-TZVPD basis", "species": ["Ce", "P", "P", "C", "C", "C", "C", "C", "C", "C", "C", "C", "C", "C", "C", "C", "C", "C", "C", "C", "C", "C", "C", "C", "C", "C", "C", "C", "C", "C", "C", "C", "C", "C", "C", "C", "C", "C", "C", "C", "C", "C", "C", "C", "C", "C", "C", "C", "C", "H", "H", "H", "H", "H", "H", "H", "H", "H", "H", "H", "H", "H", "H", "H", "H", "H", "H", "H", "H", "H", "H", "H", "H", "H", "H", "H", "H", "H", "H", "H", "H", "H", "H", "H", "H", "H", "H", "H"], "xyz": [[-0.31, 0.47, -1.46], [0.24, -2.65, -0.37], [0.91, 2.80, -3.05], [-3.32, 0.45, 4.62], [-0.43, -5.38, 0.05], [1.32, 2.41, -1.36], [2.16, 1.26, -1.20], [-1.43, -1.06, 4.44], [-2.32, -0.74, -2.88], [0.30, 1.93, 0.80], [-1.46, -0.21, -3.86], [-0.83, -4.04, 0.16], [4.31, -4.50, -1.49], [-0.48, -2.08, -1.96], [-2.35, 3.54, -5.29], [1.97, 0.41, -0.10], [-2.93, -4.78, 1.15], [-2.37, 0.13, 1.01], [3.22, -4.69, -2.35], [1.81, -3.42, -0.84], [2.14, 3.70, -3.96], [1.97, -4.16, -2.02], [-4.29, 1.60, 1.19], [4.10, 5.11, -5.39], [2.02, 5.09, -4.15], [-1.42, -0.90, 3.06], [3.00, 5.79, -4.86], [-1.29, -6.41, 0.45], [-0.13, -0.67, -3.94], [-3.41, 3.41, -4.39], [-0.77, 3.31, -3.45], [-2.09, -3.74, 0.74], [-1.04, 3.50, -4.83], [0.38, -1.56, -2.98], [-3.33, 0.92, 0.40], [-2.36, -0.06, 2.42], [1.01, 0.72, 0.88], [2.90, -3.26, 0.04], [-3.16, 3.26, -3.02], [-4.29, 1.46, 2.57], [-3.34, 0.63, 3.21], [3.26, 3.02, -4.49], [-1.85, 3.24, -2.54], [-2.54, -6.11, 0.99], [4.15, -3.79, -0.29], [-1.85, -1.70, -1.97], [4.23, 3.72, -5.20], [0.46, 2.78, -0.30], [-2.38, -0.37, 5.22], [-3.37, 1.02, -0.69], [-5.03, 2.23, 0.70], [-4.06, 0.99, 5.21], [0.83, 0.03, 1.70], [5.09, 3.19, -5.61], [-0.20, 3.61, -5.53], [0.53, -0.30, -4.73], [4.99, -3.65, 0.39], [1.44, -1.82, -2.99], [-0.68, -1.43, 2.44], [-5.02, 1.98, 3.18], [5.29, -4.91, -1.74], [-0.97, -7.44, 0.33], [-2.55, 3.68, -6.35], [2.53, -0.53, -0.04], [2.86, 0.99, -1.99], [3.34, -5.25, -3.27], [-2.53, -2.11, -1.22], [-0.70, -1.71, 4.92], [-1.56, -0.39, 0.43], [1.15, 5.62, -3.74], [0.90, 1.45, -3.52], [-1.68, 3.20, -1.46], [-1.81, 0.57, -4.53], [-0.11, 3.71, -0.37], [4.87, 5.65, -5.94], [-2.40, -2.70, 0.88], [-3.90, -4.53, 1.59], [-0.43, 2.18, 1.58], [-4.44, 3.42, -4.75], [-3.99, 3.16, -2.32], [2.76, -2.71, 0.98], [3.34, 1.94, -4.35], [1.13, -4.31, -2.70], [-3.36, -0.39, -2.82], [-3.21, -6.91, 1.30], [2.90, 6.86, -5.01], [0.55, -5.62, -0.36], [-2.38, -0.50, 6.31]], "lowdin_charge": [0.91, 1.13, 1.07, -0.01, -0.07, -0.44, -0.16, -0.05, -0.10, -0.12, -0.11, -0.34, -0.05, -0.40, -0.04, -0.14, -0.06, -0.09, -0.06, -0.40, -0.34, -0.11, -0.06, -0.04, -0.07, -0.04, -0.05, -0.06, -0.11, -0.04, -0.31, -0.11, -0.07, -0.14, -0.08, -0.16, -0.16, -0.10, -0.05, 0.00, -0.15, -0.07, -0.09, -0.05, -0.06, -0.12, -0.05, -0.15, -0.05, 0.08, 0.11, 0.12, 0.11, 0.12, 0.12, 0.14, 0.12, 0.13, 0.09, 0.13, 0.12, 0.12, 0.13, 0.11, 0.12, 0.12, 0.12, 0.12, 0.04, 0.12, 0.03, 0.09, 0.13, 0.13, 0.12, 0.08, 0.12, 0.14, 0.13, 0.12, 0.11, 0.10, 0.12, 0.14, 0.12, 0.12, 0.10, 0.12], "homo_energy_ha": [-0.413, -0.416], "e_above_lowest_kcal_mol": 2.3, "spin_multiplicity": 2, "homo_lumo_gap_ev": [5.052, 5.168], "s2": 0.8232, "total_charge": 2}



{"formula": "C4H11N3O", "method": "the ωB97M-V functional and the def2-TZVPD basis", "species": ["O", "N", "N", "N", "C", "C", "C", "C", "H", "H", "H", "H", "H", "H", "H", "H", "H", "H", "H"], "xyz": [[-2.36, 0.54, -0.07], [1.06, 1.31, -1.82], [-1.81, 1.26, 2.02], [-0.22, 0.31, 0.65], [0.58, -1.95, 0.12], [0.18, -0.59, -0.42], [1.33, 0.04, -1.20], [-1.53, 0.68, 0.81], [-0.67, -0.71, -1.08], [0.49, 1.25, -2.65], [2.14, 0.17, -0.48], [0.62, 1.98, -1.20], [0.46, 0.43, 1.38], [-2.77, 1.49, 2.24], [0.99, -2.60, -0.64], [-1.13, 1.33, 2.75], [-0.30, -2.40, 0.58], [1.30, -1.87, 0.94], [1.65, -0.67, -1.96]], "nbo_charge": [-0.66, -0.84, -0.85, -0.65, -0.62, -0.07, -0.21, 0.78, 0.23, 0.36, 0.17, 0.36, 0.38, 0.41, 0.21, 0.38, 0.22, 0.20, 0.19], "homo_energy_ha": -0.329, "e_above_lowest_kcal_mol": 0.0, "homo_lumo_gap_ev": 9.720}



{"formula": "C4H5NO2", "method": "the ωB97M-V functional and the def2-TZVPD basis", "species": ["O", "O", "N", "C", "C", "C", "C", "H", "H", "H", "H", "H"], "xyz": [[-1.49, -2.13, -1.05], [0.62, -1.36, -1.03], [-0.50, 0.59, 0.52], [-0.53, -1.82, -0.42], [0.90, 0.52, 0.40], [1.40, -0.45, -0.37], [-1.08, 1.71, 0.42], [1.55, 1.28, 0.84], [2.44, -0.52, -0.64], [-0.54, 2.66, 0.32], [-2.17, 1.72, 0.40], [-0.42, -1.96, 0.67]], "nbo_charge": [-0.54, -0.52, -0.44, 0.67, -0.15, 0.13, -0.02, 0.21, 0.20, 0.15, 0.18, 0.12], "homo_energy_ha": -0.340, "e_above_lowest_kcal_mol": 47.9, "homo_lumo_gap_ev": 9.740}